Density functional theory data (ωB97M-V/def2-TZVPD) for a molecular structure, CHClS3 in a non-equilibrium geometry.

```
! wB97M-V def2-TZVPD RIJCOSX def2/J DEFGRID3
* xyz 0 1
C -0.47 -0.31 0.08
S 0.10 -0.96 -1.26
S -1.66 0.50 0.98
S 1.97 1.14 0.54
Cl 2.56 0.05 -0.99
H -2.50 -0.41 0.64
*
```

The value obtained for the electronic energy is -46078.0553 eV. The maximum force comes out at 3.7 eV Å⁻¹. The value obtained for the HOMO energy (spin up / spin down) is -8.06 / -8.06 eV. The relative energy (zero: lowest compared OMol25 entry of this formula, charge and spin) is 2.734 eV. The calculation puts the frontier orbital gap (spin up / spin down) at 0.2468 / 0.2468 Ha.